Here is one molecule with the formula C9H10O2 from the OMol25 dataset. Energies are from ωB97M-V/def2-TZVPD.

Each line ends with the Mulliken charge.
Positions of all 21 atoms, in Å:
C -2.166 2.298 -0.573  -0.663
C -2.199 1.167 -1.306  -0.555
C -1.095 2.448 0.335  -0.347
C -1.261 0.096 -1.178  -0.387
C -0.241 1.452 0.622  -0.707
C -0.226 0.265 -0.234  1.336
C 0.656 -2.670 -1.349  -0.382
C 0.824 -0.621 0.061  0.273
C 2.207 -0.957 1.925  -0.823
O 1.028 -1.851 -0.364  -0.321
O 1.846 -0.105 0.948  -0.377
H -2.649 3.210 -0.847  0.358
H -2.882 0.985 -2.024  0.491
H -1.204 3.393 0.909  0.292
H -1.405 -0.828 -1.820  -0.041
H 0.645 1.394 1.258  0.464
H 1.285 -3.567 -1.305  0.261
H -0.222 -2.423 -1.879  0.255
H 1.475 -1.099 2.740  0.304
H 3.203 -0.599 2.413  0.235
H 2.382 -1.988 1.668  0.333

The net charge is 0. The value obtained for the HOMO energy (alpha / beta) is -7.682 / -6.793 eV. The electronic energy is -13585.0308 eV. Its energy above the lowest of the compared OMol25 structures with the same formula, charge and spin is 119.9 kcal/mol. Its maximum force is 4.6 eV/Å. The calculation puts the molecular weight at 150.2 g mol⁻¹. Its HOMO-LUMO gap (alpha / beta) is 7.66 / 7.14 eV.